Version 1
Molecular formula: C4H5N2
Method: DFT, wB97M-V/def2-TZVPD

The geometry in XYZ format:
```
11
Properties=species:S:1:pos:R:3:nbo_charge:R:1
N -0.994 0.478 0.730 -0.22
H -3.014 0.370 0.684 0.24
H 1.989 -1.292 -1.553 0.45
C 1.366 0.563 -0.433 -0.25
H 1.449 1.386 -1.148 0.26
C -0.022 0.253 0.020 0.27
H -2.145 -0.600 2.001 0.24
C 0.055 -1.073 -0.716 0.12
H 2.114 0.675 0.357 0.25
C -2.084 0.007 1.106 0.12
N 1.286 -0.767 -1.048 -0.49
```

As for the spin multiplicity: 1. For the highest occupied orbital energy, the calculation gives -13.84 eV. The value obtained for the LUMO energy is -0.202 Ha. Its charge is +1. The calculation puts the molar mass at 81.1 Da. The gap between HOMO and LUMO comes out at 8.35 eV.

Version 2
Molecular formula: C4H5N2
Method: DFT, wB97M-V/def2-TZVPD

The geometry in XYZ format:
```
11
Properties=species:S:1:pos:R:3:mulliken_charge:R:1
C 2.572 0.674 0.115 -0.27
C -1.060 -0.392 0.985 -0.07
C -1.935 -0.850 -0.126 -0.21
H -2.234 -1.829 -0.526 0.32
N -0.792 -0.175 -0.625 -0.18
N 2.822 1.230 -0.861 -0.05
H -1.088 0.251 1.984 0.29
H 1.207 -0.263 0.674 0.26
C 0.110 -0.495 0.324 0.36
H -2.764 -0.030 -0.363 0.21
H 3.161 1.879 -1.582 0.33
```

As for the spin multiplicity: 1. For the highest occupied orbital energy, the calculation gives -15.77 eV. The value obtained for the LUMO energy is -0.200 Ha. Its charge is +1. The calculation puts the molar mass at 81.1 Da. The gap between HOMO and LUMO comes out at 10.33 eV.

Most stable: version 1

Version 1
Molecular formula: C5H8ClN2
Method: DFT, wB97M-V/def2-TZVPD

The geometry in XYZ format:
```
16
Properties=species:S:1:pos:R:3:nbo_charge:R:1
C -0.823 -0.007 -0.927 0.56
C 0.803 -1.215 0.478 -0.23
H 1.708 -0.187 2.264 0.27
H 1.204 1.943 1.399 0.24
Cl -0.076 2.846 -1.219 0.11
N -1.784 0.259 -1.847 -0.75
H -2.063 1.222 -1.786 0.44
H 1.673 -1.359 -0.213 0.23
H 0.903 -2.260 1.014 0.25
H -2.497 -0.429 -2.260 0.45
C 0.826 -0.106 1.528 -0.47
N -0.350 -1.105 -0.391 -0.54
H -0.483 -2.023 -0.826 0.43
C 0.139 1.436 -0.269 -0.07
C 0.832 1.160 0.858 -0.18
H -0.012 -0.176 2.199 0.25
```

As for the spin multiplicity: 1. For the highest occupied orbital energy, the calculation gives -13.69 eV. The value obtained for the LUMO energy is -0.139 Ha. Its charge is +1. The calculation puts the molar mass at 131.6 Da. The gap between HOMO and LUMO comes out at 9.91 eV. As for the SMILES: [NH2+]=C1NCCC=C1Cl.

Version 2
Molecular formula: C5H8ClN2
Method: DFT, wB97M-V/def2-TZVPD

The geometry in XYZ format:
```
16
Properties=species:S:1:pos:R:3:nbo_charge:R:1
H -3.538 -0.086 -0.218 0.23
N 0.174 -0.100 0.489 -0.52
H -2.033 -0.942 -0.524 0.20
C 2.422 -0.871 0.147 -0.69
C 1.165 -0.752 0.963 0.40
H 2.412 0.094 -0.414 0.25
C -1.995 1.272 -0.614 -0.02
C -2.504 0.009 -0.299 -0.43
H -0.689 -0.088 0.969 0.46
H 3.398 -1.154 0.638 0.30
H 1.191 1.312 -1.029 0.24
N -0.726 1.560 -0.894 -0.34
H -2.568 2.166 -0.539 0.23
C 0.281 0.890 -0.553 0.21
H 2.139 -1.672 -0.489 0.28
Cl 0.871 -1.638 2.366 0.19
```

As for the spin multiplicity: 1. For the highest occupied orbital energy (alpha / beta), the calculation gives -13.48 / -13.48 eV. The value obtained for the LUMO energy (alpha / beta) is -0.198 / -0.198 Ha. Its charge is +1. The calculation puts the molar mass at 131.6 Da. The gap between HOMO and LUMO (alpha / beta) comes out at 8.08 / 8.08 eV. As for the SMILES: C=C/N=C\[NH+]=C(/C)Cl.

Most stable: version 1

Version 1
Molecular formula: CH2NO2S
Method: DFT, wB97M-V/def2-TZVPD

The geometry in XYZ format:
```
7
Properties=species:S:1:pos:R:3:nbo_charge:R:1
O -0.475 0.829 0.075 -0.84
H -0.356 -0.358 -1.670 0.07
O 1.500 0.425 -1.115 -0.84
C 0.380 -0.194 -0.854 0.25
H 0.506 -1.161 -0.433 0.10
S -0.771 0.841 1.610 1.20
N -0.784 -0.383 2.387 -0.95
```

As for the spin multiplicity: 1. For the highest occupied orbital energy, the calculation gives -3.47 eV. The value obtained for the LUMO energy is 0.147 Ha. Its charge is -1. The calculation puts the molar mass at 92.1 Da. The gap between HOMO and LUMO comes out at 7.46 eV.

Version 2
Molecular formula: CH2NO2S
Method: DFT, wB97M-V/def2-TZVPD

The geometry in XYZ format:
```
7
Properties=species:S:1:pos:R:3:nbo_charge:R:1
O -1.635 0.048 -0.116 -0.60
N -0.373 -0.578 0.022 -0.40
S 2.261 -0.629 -0.082 -0.55
H -1.245 0.921 -0.439 0.48
O 0.509 1.433 0.014 -0.74
H -0.283 -1.413 0.613 0.38
C 0.766 0.218 -0.012 0.43
```

As for the spin multiplicity: 1. For the highest occupied orbital energy, the calculation gives -3.37 eV. The value obtained for the LUMO energy is 0.148 Ha. Its charge is -1. The calculation puts the molar mass at 92.1 Da. The gap between HOMO and LUMO comes out at 7.38 eV. As for the SMILES: [O-]C(=S)NO.

Version 3
Molecular formula: CH2NO2S
Method: DFT, wB97M-V/def2-TZVPD

The geometry in XYZ format:
```
7
Properties=species:S:1:pos:R:3:nbo_charge:R:1
O 0.722 -0.252 -0.850 -0.63
S -1.676 2.962 -1.409 -0.26
H -1.050 -0.900 0.099 0.28
O -3.072 1.681 0.488 -0.59
N -0.112 -0.508 0.363 -0.53
H 1.385 0.422 -0.425 0.45
C -2.227 1.933 -0.332 0.27
```

As for the spin multiplicity: 1. For the highest occupied orbital energy (alpha / beta), the calculation gives -0.98 / -3.86 eV. The value obtained for the LUMO energy (alpha / beta) is 0.130 / 0.128 Ha. Its charge is -1. The calculation puts the molar mass at 92.1 Da. The gap between HOMO and LUMO (alpha / beta) comes out at 4.52 / 7.34 eV.

Most stable: version 2

Version 1
Molecular formula: H4INP2
Method: DFT, wB97M-V/def2-TZVPD

The geometry in XYZ format:
```
8
Properties=species:S:1:pos:R:3:nbo_charge:R:1
P -1.678 0.537 0.867 0.07
P -1.885 -1.444 0.409 0.03
H 1.672 0.115 -1.650 0.36
H -1.535 -1.676 1.719 -0.06
I 2.027 -0.461 0.724 0.20
N 1.373 0.707 -0.903 -0.92
H 2.088 1.398 -0.725 0.36
H -2.062 0.823 -0.441 -0.05
```

As for the spin multiplicity: 1. For the highest occupied orbital energy, the calculation gives -9.00 eV. The value obtained for the LUMO energy is -0.026 Ha. Its charge is 0. The calculation puts the molar mass at 206.9 Da. The gap between HOMO and LUMO comes out at 8.30 eV.

Version 2
Molecular formula: H4INP2
Method: DFT, wB97M-V/def2-TZVPD

The geometry in XYZ format:
```
8
Properties=species:S:1:pos:R:3:nbo_charge:R:1
H 2.104 1.701 -0.339 0.02
N -0.831 -0.812 0.557 -0.99
P -0.272 0.373 -0.552 0.46
P 1.775 0.383 0.239 0.02
I -3.157 -1.072 0.769 0.20
H -0.473 -1.672 0.198 0.35
H -1.135 1.301 0.072 -0.04
H 1.989 -0.202 -0.945 -0.02
```

As for the spin multiplicity: 1. For the highest occupied orbital energy, the calculation gives -8.25 eV. The value obtained for the LUMO energy is -0.062 Ha. Its charge is 0. The calculation puts the molar mass at 206.9 Da. The gap between HOMO and LUMO comes out at 6.57 eV. As for the SMILES: [PH2]#[PH]NI.

Most stable: version 1

Version 1
Molecular formula: C3H4S2
Method: DFT, wB97M-V/def2-TZVPD

The geometry in XYZ format:
```
9
Properties=species:S:1:pos:R:3:nbo_charge:R:1
C -0.434 0.679 -0.109 -0.32
H -1.685 -1.262 -0.595 0.26
H 2.226 -0.309 -0.471 0.23
C -1.612 -0.164 -0.443 -0.54
H 1.020 -1.091 0.963 0.22
S -1.010 0.792 -1.811 0.18
H 1.795 0.550 1.151 0.20
S -1.831 1.005 0.893 0.25
C 1.530 -0.200 0.422 -0.48
```

As for the spin multiplicity: 1. For the highest occupied orbital energy, the calculation gives -8.40 eV. The value obtained for the LUMO energy is -0.007 Ha. Its charge is 0. The calculation puts the molar mass at 104.2 Da. The gap between HOMO and LUMO comes out at 8.21 eV.

Version 2
Molecular formula: C3H4S2
Method: DFT, wB97M-V/def2-TZVPD

The geometry in XYZ format:
```
9
Properties=species:S:1:pos:R:3:nbo_charge:R:1
H 0.702 0.574 2.888 0.23
C 0.528 0.284 1.902 -0.17
H -1.680 -1.199 -0.008 0.14
H 1.571 -0.945 -0.876 0.27
C 0.531 -0.516 -0.562 -0.44
H -0.667 1.155 -2.053 0.13
S -0.927 -1.418 -1.095 0.06
S 0.673 1.203 -1.876 -0.15
C 0.646 -0.154 0.797 -0.08
```

As for the spin multiplicity: 1. For the highest occupied orbital energy, the calculation gives -9.11 eV. The value obtained for the LUMO energy is -0.001 Ha. Its charge is 0. The calculation puts the molar mass at 104.2 Da. The gap between HOMO and LUMO comes out at 9.08 eV. As for the SMILES: C#CC(S)S.

Version 3
Molecular formula: C3H4S2
Method: DFT, wB97M-V/def2-TZVPD

The geometry in XYZ format:
```
9
Properties=species:S:1:pos:R:3:nbo_charge:R:1
C -0.099 0.841 -0.768 -0.58
S 0.887 1.036 1.851 0.11
C -0.097 -1.092 0.311 -0.57
H 0.622 1.665 -0.993 0.24
S 0.319 -0.800 -1.457 0.20
H 0.557 -1.774 0.883 0.24
C 0.101 0.376 0.652 -0.10
H -1.145 1.109 -0.964 0.24
H -1.145 -1.360 0.487 0.23
```

As for the spin multiplicity: 1. For the highest occupied orbital energy, the calculation gives -8.94 eV. The value obtained for the LUMO energy is -0.010 Ha. Its charge is 0. The calculation puts the molar mass at 104.2 Da. The gap between HOMO and LUMO comes out at 8.67 eV.

Version 4
Molecular formula: C3H4S2
Method: DFT, wB97M-V/def2-TZVPD

The geometry in XYZ format:
```
9
Properties=species:S:1:pos:R:3:nbo_charge:R:1
C -0.834 -1.201 0.290 -0.53
S -1.127 -2.757 0.822 0.20
S -1.304 0.107 1.253 0.13
H -0.821 1.043 0.421 0.15
H 2.103 2.621 -0.354 0.23
C 1.226 0.917 -1.525 -0.22
H -1.730 -2.660 2.033 0.06
H 0.808 0.107 -2.046 0.24
C 1.680 1.823 -0.893 -0.26
```

As for the spin multiplicity: 1. For the highest occupied orbital energy, the calculation gives -8.95 eV. The value obtained for the LUMO energy is 0.004 Ha. Its charge is 0. The calculation puts the molar mass at 104.2 Da. The gap between HOMO and LUMO comes out at 9.05 eV.

Most stable: version 3

Version 1
Molecular formula: C3H4S2
Method: DFT, wB97M-V/def2-TZVPD

The geometry in XYZ format:
```
9
Properties=species:S:1:pos:R:3:nbo_charge:R:1
S -2.193 -0.969 1.090 0.10
C -2.288 -0.232 -0.311 0.00
H -1.702 0.269 -2.098 0.26
S 1.596 -0.218 0.345 0.05
H 1.772 -1.931 2.013 0.21
C 1.113 -1.571 1.132 -0.46
H 0.248 -2.015 0.770 0.19
C -2.627 0.256 -1.462 -0.62
H -3.240 1.062 -1.666 0.26
```

As for the spin multiplicity: 1. For the highest occupied orbital energy, the calculation gives -8.86 eV. The value obtained for the LUMO energy is -0.021 Ha. Its charge is 0. The calculation puts the molar mass at 104.2 Da. The gap between HOMO and LUMO comes out at 8.27 eV. As for the SMILES: C=C=S.C=S.

Version 2
Molecular formula: C3H4S2
Method: DFT, wB97M-V/def2-TZVPD

The geometry in XYZ format:
```
9
Properties=species:S:1:pos:R:3:nbo_charge:R:1
C 0.584 0.408 -0.182 -0.70
C -0.641 -0.381 -0.567 -0.14
H 0.503 0.693 0.837 0.24
H -1.999 -2.015 0.083 0.23
C -1.207 -1.273 0.411 -0.39
S -0.963 -1.215 1.980 0.15
H 1.605 -0.206 -0.136 0.25
S -1.145 -0.397 -2.160 0.10
H 0.784 1.376 -0.719 0.25
```

As for the spin multiplicity: 1. For the highest occupied orbital energy, the calculation gives -9.06 eV. The value obtained for the LUMO energy is -0.076 Ha. Its charge is 0. The calculation puts the molar mass at 104.2 Da. The gap between HOMO and LUMO comes out at 7.00 eV. As for the SMILES: CC(=S)C=S.

Most stable: version 2

Version 1
Molecular formula: C3H4S2
Method: DFT, wB97M-V/def2-TZVPD

The geometry in XYZ format:
```
9
Properties=species:S:1:pos:R:3:nbo_charge:R:1
H -1.234 -1.846 -1.004 0.17
H 2.577 -1.174 -0.913 0.25
S -0.779 1.898 -0.166 0.01
H 0.224 2.636 0.506 0.15
C 0.676 -0.298 -0.012 -0.06
S -1.960 -0.866 -0.207 0.06
H -0.572 0.132 1.905 0.21
C -0.652 0.172 0.352 -0.57
C 1.720 -0.653 -0.461 -0.22
```

As for the spin multiplicity: 1. For the highest occupied orbital energy, the calculation gives -9.11 eV. The value obtained for the LUMO energy is 0.012 Ha. Its charge is 0. The calculation puts the molar mass at 104.2 Da. The gap between HOMO and LUMO comes out at 9.45 eV.

Version 2
Molecular formula: C3H4S2
Method: DFT, wB97M-V/def2-TZVPD

The geometry in XYZ format:
```
9
Properties=species:S:1:pos:R:3:nbo_charge:R:1
C -0.351 1.018 0.094 -0.59
C -0.595 -0.463 -0.436 -0.49
S 2.078 -0.912 0.178 -0.05
H -1.615 -0.584 -0.540 0.24
C 0.311 0.481 -1.161 0.10
S 0.094 -2.065 0.204 0.13
H -1.429 1.320 0.030 0.26
H 2.283 -1.246 -1.035 0.13
H 0.352 1.446 0.870 0.25
```

As for the spin multiplicity: 1. For the highest occupied orbital energy, the calculation gives -8.32 eV. The value obtained for the LUMO energy is -0.029 Ha. Its charge is 0. The calculation puts the molar mass at 104.2 Da. The gap between HOMO and LUMO comes out at 7.53 eV.

Most stable: version 1